[1]
{"formula": "CH4NO2P", "method": "the ωB97M-V functional and the def2-TZVPD basis", "multiplicity": 3, "elements": ["C", "N", "O", "O", "P", "H", "H", "H", "H"], "positions_angstrom": [[0.40, -1.03, 0.75], [-0.41, 1.20, -1.07], [0.67, 0.19, 1.29], [-0.92, -0.94, 0.15], [-1.18, 0.70, 0.24], [1.18, -1.14, -0.07], [0.35, -1.83, 1.61], [0.37, 0.72, -1.42], [-0.46, 2.12, -1.47]], "mulliken_charge": [-0.04, -0.28, -0.28, -0.34, 0.01, 0.24, 0.26, 0.19, 0.22]}

[2]
{"formula": "C4H10Br3N4O9", "method": "the ωB97M-V functional and the def2-TZVPD basis", "total_charge": -1, "elements": ["N", "O", "O", "O", "C", "N", "O", "O", "H", "H", "H", "C", "N", "O", "O", "H", "H", "H", "C", "N", "O", "O", "H", "H", "H", "C", "Br", "Br", "Br", "H"], "positions_angstrom": [[17.42, -3.40, -11.23], [17.63, -4.61, -11.04], [17.88, -2.87, -12.24], [16.75, -2.74, -10.47], [17.50, -7.81, -9.87], [18.50, -8.61, -10.56], [19.64, -8.29, -10.50], [18.07, -9.51, -11.25], [17.96, -6.90, -9.50], [17.18, -8.36, -8.98], [16.61, -7.59, -10.44], [15.68, -4.86, -13.62], [14.71, -4.29, -12.66], [14.74, -3.09, -12.54], [14.01, -5.04, -12.00], [16.18, -5.68, -13.12], [16.38, -4.11, -13.95], [15.10, -5.31, -14.42], [16.67, -3.83, -7.46], [16.76, -5.22, -7.00], [15.79, -5.92, -7.19], [17.78, -5.58, -6.46], [16.28, -3.84, -8.49], [17.57, -3.24, -7.60], [15.97, -3.32, -6.80], [20.32, -5.04, -12.74], [21.17, -3.30, -12.57], [21.61, -6.42, -12.27], [19.83, -5.30, -14.59], [19.43, -5.04, -12.11]], "mulliken_charge": [0.99, -0.66, -0.62, -0.69, -0.77, 0.98, -0.51, -0.59, 0.27, 0.32, 0.30, -0.75, 1.00, -0.51, -0.61, 0.18, 0.32, 0.34, -0.73, 0.95, -0.53, -0.55, 0.29, 0.27, 0.33, 0.52, -0.05, -0.06, -0.07, -0.34]}

[3]
{"formula": "C5H4B3F5O9P", "method": "the ωB97M-V functional and the def2-TZVPD basis", "total_charge": -1, "elements": ["C", "C", "B", "O", "B", "C", "F", "F", "C", "F", "F", "F", "O", "B", "P", "O", "O", "O", "O", "H", "H", "H", "C", "O", "O", "O", "H"], "positions_angstrom": [[-2.07, 2.05, -0.49], [-1.38, 1.42, -1.57], [-0.32, 0.35, -2.31], [-0.53, -1.14, -2.31], [0.50, -1.61, -1.32], [-0.04, -2.42, 0.00], [-1.39, -3.03, -0.18], [0.97, -3.48, 0.30], [-0.08, -1.42, 1.31], [0.39, -0.03, 0.98], [0.74, -1.93, 2.46], [-1.51, -1.34, 1.77], [1.91, -1.24, -1.62], [2.01, 0.17, -2.11], [3.58, 1.15, -1.55], [4.64, 0.13, -0.97], [4.33, 1.96, -2.90], [3.12, 2.24, -0.25], [0.95, 0.79, -2.98], [-2.68, 2.56, 0.39], [3.62, 2.40, -3.46], [3.30, 1.69, 0.59], [-4.37, 0.24, 3.36], [-3.94, -0.32, 4.39], [-3.46, 0.24, 2.40], [-5.48, 0.77, 3.10], [-2.82, -0.22, 2.98]], "mulliken_charge": [-0.14, -0.34, 0.69, -0.36, 0.03, 0.76, -0.25, -0.28, 0.62, -0.23, -0.25, -0.21, -0.18, 0.42, 0.68, -0.64, -0.52, -0.54, -0.33, 0.36, 0.34, 0.34, 0.66, -0.78, -0.41, -0.77, 0.33]}

[4]
{"formula": "C6H9BN2O2S", "method": "the ωB97M-V functional and the def2-TZVPD basis", "smiles": "CSc1ncnc(C)c1B(O)O", "elements": ["C", "S", "C", "N", "C", "N", "C", "C", "C", "B", "O", "O", "H", "H", "H", "H", "H", "H", "H", "H", "H"], "positions_angstrom": [[3.07, 1.33, 1.38], [1.26, 1.46, 1.31], [0.83, 0.00, 0.44], [1.76, -0.95, 0.35], [1.41, -2.00, -0.41], [0.15, -2.28, -0.85], [-0.80, -1.31, -0.68], [-2.17, -1.59, -1.27], [-0.46, -0.06, -0.15], [-1.47, 1.17, -0.15], [-1.71, 1.59, -1.47], [-1.80, 1.81, 0.98], [3.33, 1.72, 2.40], [3.40, 1.91, 0.58], [3.30, 0.24, 1.27], [1.99, -2.80, -0.35], [-2.29, -2.67, -1.41], [-2.95, -1.28, -0.62], [-2.24, -1.34, -2.34], [-1.85, 2.54, -1.45], [-2.52, 2.45, 0.74]], "mulliken_charge": [-0.75, -0.10, 0.39, -0.50, -0.32, -0.62, 0.63, -1.32, 0.18, 0.54, -0.58, -0.45, 0.31, 0.27, 0.28, 0.42, 0.43, 0.39, 0.25, 0.27, 0.29]}

[5]
{"formula": "C18H26ClN3O3", "method": "the ωB97M-V functional and the def2-TZVPD basis", "smiles": "CC(C)OCCCNC(=O)CN1CCN(Cc2ccccc2Cl)C1=O", "elements": ["C", "C", "C", "O", "C", "C", "C", "N", "C", "O", "C", "N", "C", "C", "N", "C", "C", "C", "C", "C", "C", "C", "Cl", "C", "O", "H", "H", "H", "H", "H", "H", "H", "H", "H", "H", "H", "H", "H", "H", "H", "H", "H", "H", "H", "H", "H", "H", "H", "H", "H", "H"], "positions_angstrom": [[1.31, -4.99, 1.34], [0.86, -5.83, 0.14], [-0.06, -6.96, 0.60], [0.11, -5.07, -0.79], [0.84, -4.11, -1.52], [-0.16, -3.24, -2.28], [-1.04, -2.44, -1.31], [-0.26, -1.45, -0.60], [-0.12, -1.44, 0.74], [-0.67, -2.21, 1.50], [0.79, -0.30, 1.22], [0.20, 1.00, 1.01], [-0.81, 1.53, 1.90], [-1.24, 2.82, 1.19], [-0.73, 2.63, -0.15], [-0.83, 3.64, -1.18], [-0.40, 5.00, -0.70], [-1.31, 6.06, -0.67], [-0.94, 7.31, -0.22], [0.35, 7.53, 0.23], [1.27, 6.50, 0.22], [0.90, 5.24, -0.24], [2.07, 3.97, -0.25], [0.12, 1.57, -0.23], [0.70, 1.19, -1.23], [1.63, -5.64, 2.15], [2.15, -4.34, 1.08], [0.49, -4.37, 1.68], [1.74, -6.25, -0.36], [-0.91, -6.53, 1.13], [-0.44, -7.50, -0.27], [0.47, -7.64, 1.25], [1.43, -3.47, -0.85], [1.53, -4.60, -2.22], [0.37, -2.56, -2.94], [-0.81, -3.89, -2.87], [-1.84, -1.94, -1.86], [-1.47, -3.12, -0.57], [0.22, -0.74, -1.14], [0.98, -0.42, 2.29], [1.73, -0.33, 0.68], [-0.38, 1.72, 2.89], [-1.64, 0.83, 2.01], [-2.33, 2.96, 1.17], [-0.79, 3.71, 1.65], [-0.19, 3.30, -1.99], [-1.86, 3.69, -1.54], [-2.31, 5.89, -1.02], [-1.66, 8.11, -0.22], [0.65, 8.51, 0.58], [2.28, 6.65, 0.56]], "mulliken_charge": [-1.26, 0.66, -1.51, -0.32, -0.41, -0.88, -0.84, 0.13, 0.88, -0.69, -1.33, 0.18, -0.56, -0.58, 0.11, -1.15, 0.24, -0.51, -0.71, -0.38, -0.64, 0.87, -0.18, 0.61, -0.81, 0.46, 0.33, 0.21, 0.23, 0.34, 0.37, 0.42, 0.20, 0.38, 0.43, 0.38, 0.32, 0.43, 0.21, 0.37, 0.35, 0.32, 0.32, 0.34, 0.30, 0.37, 0.47, 0.33, 0.38, 0.37, 0.43]}

[6]
{"formula": "C2H5NS2", "method": "the ωB97M-V functional and the def2-TZVPD basis", "smiles": "CSNC=S", "elements": ["C", "S", "N", "C", "S", "H", "H", "H", "H", "H"], "positions_angstrom": [[-1.81, -0.17, -0.21], [-0.63, 0.47, 1.05], [0.79, 0.52, 0.09], [1.81, -0.27, 0.37], [3.24, -0.12, -0.39], [-2.80, 0.31, 0.08], [-1.84, -1.23, -0.40], [-1.25, 0.33, -1.09], [0.83, 1.05, -0.73], [1.68, -0.89, 1.23]], "mulliken_charge": [-0.67, 0.02, -0.28, -0.07, -0.35, 0.28, 0.28, 0.20, 0.29, 0.31]}

[7]
{"formula": "C32H59N4OP2PdS", "method": "the ωB97M-V functional and the def2-TZVPD basis", "multiplicity": 3, "total_charge": 1, "elements": ["C", "C", "C", "C", "C", "H", "H", "H", "N", "P", "P", "C", "H", "H", "C", "H", "C", "C", "C", "C", "C", "H", "H", "H", "C", "H", "H", "H", "C", "H", "H", "H", "C", "H", "H", "H", "C", "H", "H", "H", "C", "H", "H", "H", "C", "H", "H", "H", "C", "H", "H", "H", "C", "H", "H", "H", "C", "H", "H", "H", "C", "H", "H", "H", "C", "H", "H", "H", "Pd", "C", "O", "N", "C", "C", "C", "C", "C", "H", "H", "H", "H", "H", "H", "H", "H", "H", "C", "N", "C", "S", "N", "C", "H", "H", "H", "H", "H", "H", "H", "H"], "positions_angstrom": [[2.39, -1.28, -1.48], [1.28, 0.55, -2.45], [3.26, -1.36, -2.57], [2.08, 0.48, -3.60], [3.09, -0.49, -3.64], [4.03, -2.15, -2.55], [1.91, 1.18, -4.41], [3.73, -0.57, -4.52], [1.48, -0.30, -1.44], [0.70, -2.40, 0.44], [0.01, 2.22, -0.54], [2.38, -2.30, -0.35], [2.72, -3.28, -0.72], [3.09, -1.99, 0.43], [0.11, 1.47, -2.30], [0.12, 2.26, -3.06], [-1.59, 3.25, -0.51], [1.48, 3.40, -0.37], [-0.32, -3.50, -0.71], [0.97, -3.28, 2.09], [-2.70, 2.41, 0.16], [-2.54, 2.35, 1.24], [-3.66, 2.90, -0.02], [-2.75, 1.39, -0.24], [-1.45, 4.55, 0.29], [-1.16, 4.37, 1.33], [-0.76, 5.26, -0.18], [-2.44, 5.03, 0.30], [-2.05, 3.60, -1.93], [-2.86, 4.34, -1.84], [-1.27, 4.06, -2.55], [-2.47, 2.73, -2.45], [1.47, 3.97, 1.07], [0.96, 3.31, 1.79], [2.51, 4.08, 1.41], [1.02, 4.97, 1.11], [2.79, 2.62, -0.56], [2.84, 1.75, 0.10], [2.95, 2.32, -1.60], [3.62, 3.30, -0.28], [1.39, 4.52, -1.44], [0.65, 4.35, -2.23], [1.19, 5.50, -0.98], [2.37, 4.60, -1.94], [-0.41, -3.47, 2.74], [-0.28, -3.98, 3.70], [-0.89, -2.50, 2.95], [-1.09, -4.07, 2.12], [1.83, -2.39, 3.01], [2.80, -2.15, 2.57], [1.32, -1.45, 3.28], [2.00, -2.94, 3.95], [1.70, -4.63, 1.95], [2.50, -4.61, 1.20], [2.17, -4.86, 2.92], [1.01, -5.46, 1.74], [0.01, -3.18, -2.18], [1.04, -3.43, -2.44], [-0.65, -3.78, -2.82], [-0.18, -2.13, -2.40], [-1.81, -3.19, -0.44], [-2.17, -2.41, -1.14], [-2.41, -4.10, -0.57], [-1.99, -2.80, 0.57], [-0.05, -5.00, -0.52], [1.02, -5.25, -0.60], [-0.45, -5.39, 0.43], [-0.57, -5.55, -1.33], [-0.12, -0.21, 0.21], [0.54, 0.70, 1.86], [1.67, 0.81, 2.29], [-1.51, -0.20, -1.40], [-1.20, 0.51, -2.38], [-2.04, 0.40, -3.73], [-1.63, 1.42, -4.78], [-1.77, -0.99, -4.31], [-3.54, 0.53, -3.39], [-1.79, 2.45, -4.44], [-0.58, 1.29, -5.07], [-2.25, 1.27, -5.68], [-2.07, -1.76, -3.58], [-2.35, -1.14, -5.23], [-0.71, -1.11, -4.55], [-4.05, 1.23, -4.06], [-4.02, -0.45, -3.48], [-3.69, 0.86, -2.36], [0.56, 1.52, 6.31], [0.69, 0.78, 5.03], [-0.42, 0.37, 4.35], [-0.92, 1.17, 2.85], [-1.20, -0.61, 4.81], [-0.95, -1.31, 6.06], [-0.37, 1.26, 6.83], [0.59, 2.60, 6.12], [1.42, 1.26, 6.94], [1.40, 1.16, 4.41], [-2.05, -0.79, 4.27], [-1.63, -0.96, 6.84], [-1.10, -2.39, 5.91], [0.09, -1.12, 6.35]], "mulliken_charge": [-0.13, -0.06, -0.78, -0.50, -1.14, 0.53, 0.52, 0.46, 1.39, 0.39, -0.09, -1.67, 0.73, 0.62, -0.95, 1.39, 2.48, 2.50, 2.45, 2.63, -1.87, 0.35, 0.52, 0.07, -1.82, 0.24, 0.29, 0.57, -1.29, 0.65, 0.06, 0.08, -1.52, 0.18, 0.49, 0.38, -2.05, 0.08, 0.43, 0.74, -1.66, 0.18, 0.41, 0.44, -1.70, 0.51, 0.12, 0.31, -1.80, 0.33, 0.38, 0.65, -1.59, 0.22, 0.53, 0.36, -1.79, 0.22, 0.66, 0.04, -1.44, 0.08, 0.51, 0.08, -1.85, 0.32, 0.37, 0.55, -1.30, -0.16, -0.36, -0.49, 0.34, 1.99, -1.80, -1.79, -1.63, 0.27, 0.24, 0.52, 0.33, 0.50, 0.29, 0.37, 0.40, 0.29, -0.98, -0.16, 0.04, -0.18, -0.03, -1.06, 0.36, 0.32, 0.33, 0.22, 0.33, 0.36, 0.30, 0.38]}

[8]
{"formula": "C6H6Br2N2O2", "method": "the ωB97M-V functional and the def2-TZVPD basis", "smiles": "N[C@]1([N+](=O)[O-])C(Br)=CC=C[C@@H]1Br", "elements": ["N", "C", "N", "O", "O", "C", "Br", "C", "C", "C", "C", "Br", "H", "H", "H", "H", "H", "H"], "positions_angstrom": [[0.75, -0.87, -1.79], [0.26, -0.13, -0.69], [0.59, 1.32, -0.96], [-0.28, 2.15, -1.01], [1.76, 1.49, -1.06], [1.17, -0.57, 0.75], [2.84, -1.47, 0.37], [0.57, -0.03, 1.83], [-0.72, 0.64, 1.80], [-1.58, 0.38, 0.82], [-1.19, -0.38, -0.41], [-1.38, -2.38, -0.11], [0.17, -1.69, -2.19], [1.26, -0.38, -2.43], [1.07, 0.09, 2.73], [-0.98, 1.25, 2.64], [-2.56, 0.78, 0.94], [-1.75, -0.19, -1.22]], "mulliken_charge": [-0.48, 0.34, 1.03, -0.60, -0.57, -0.35, -0.08, -0.13, -0.32, -0.45, -0.63, -0.11, 0.20, 0.19, 0.49, 0.46, 0.41, 0.61]}

| no. | DFT total energy (eV) | F_max (Eh/bohr) |
| --- | --- | --- |
| 1 | -15971.6549 | 0.093 |
| 2 | -238815.7583 | 0.042 |
| 3 | -48584.4532 | 0.186 |
| 4 | -24956.8757 | 0.101 |
| 5 | -42224.8204 | 0.012 |
| 6 | -25314.5487 | 0.055 |
| 7 | -75034.2367 | 0.071 |
| 8 | -153474.3978 | 0.083 |